Formula: C40H114N10O12
Source: the OMol25 dataset
Level of theory: wB97M-V/def2-TZVPD

The geometry in ORCA input format:
```
! RIJCOSX wB97M-V def2-TZVPD def2/J DEFGRID3
* xyz 0 1
C 3.53531 8.85460 0.68605
O 2.72988 7.69273 0.85283
C 1.51824 7.66625 0.06833
C 0.72179 6.42795 0.40149
C 1.51423 5.13469 0.23522
N -0.45483 6.35974 -0.47602
H 3.02919 9.82938 0.88982
H 4.02744 8.89699 -0.31068
H 4.41994 8.82311 1.35619
H 0.87419 8.53458 0.24710
H 1.64288 7.62578 -0.98771
H 0.34196 6.41395 1.44690
H 0.81073 4.33704 0.37907
H 2.32288 5.09125 0.94654
H 2.06573 5.16236 -0.69760
H -0.93619 5.47041 -0.47220
H -1.16369 6.96697 -0.16603
C -1.29245 -5.13727 -3.12120
O -0.11996 -5.96975 -3.13547
C 1.12792 -5.31962 -2.97159
C 2.21221 -6.44654 -3.10514
C 2.09307 -7.13361 -4.41791
N 2.15220 -7.37526 -1.96420
H -1.06983 -4.24945 -3.82789
H -1.45206 -4.76365 -2.08779
H -2.17311 -5.64378 -3.47687
H 1.28703 -4.62827 -3.82786
H 1.21772 -4.77572 -2.03926
H 3.21350 -5.97448 -3.04448
H 1.02379 -7.33372 -4.47601
H 2.68870 -8.03452 -4.67269
H 2.30455 -6.47300 -5.29328
H 2.36462 -6.78238 -1.14938
H 1.19548 -7.72246 -1.89697
C -4.77309 -4.03806 -2.07890
O -5.88731 -4.48275 -1.21936
C -5.62979 -4.11965 0.12730
C -6.86161 -4.38821 0.97713
C -8.07796 -3.65105 0.47289
N -6.70530 -4.07183 2.38356
H -4.82872 -2.95984 -2.28347
H -4.81296 -4.50584 -3.09462
H -3.77905 -4.15130 -1.59669
H -4.85836 -4.80274 0.50888
H -5.28441 -3.10336 0.22599
H -7.07903 -5.45847 1.03498
H -7.99592 -2.58746 0.66296
H -8.95218 -3.95844 1.05388
H -8.35320 -3.79533 -0.60051
H -6.71622 -3.10807 2.75259
H -5.80831 -4.42888 2.73808
C 3.56736 0.99317 2.30064
O 2.91444 -0.20917 2.31426
C 3.73242 -1.41061 2.16294
C 3.10647 -2.60133 2.88323
C 3.05086 -2.46371 4.42046
N 4.01506 -3.81281 2.60216
H 4.43187 1.01822 1.57653
H 3.91019 1.30939 3.26851
H 2.86942 1.80022 2.05337
H 3.86191 -1.65508 1.10774
H 4.79207 -1.22477 2.54656
H 2.11186 -2.73876 2.55994
H 4.11306 -2.39218 4.75409
H 2.65692 -3.28106 4.95536
H 2.49030 -1.61031 4.75266
H 4.14669 -4.01859 1.61884
H 3.57653 -4.64796 3.00975
C 1.38307 0.10949 6.46284
O 1.19206 0.41044 5.05029
C 0.02105 -0.19189 4.57343
C -0.28871 0.38014 3.16543
C -0.90993 1.77215 3.42199
N -1.33813 -0.47600 2.56752
H 2.40349 0.44411 6.70854
H 1.32993 -0.98203 6.77429
H 0.58255 0.61037 6.97912
H 0.21657 -1.29613 4.45050
H -0.80266 -0.12512 5.26849
H 0.59839 0.38049 2.51751
H -1.73150 1.79025 4.16967
H -1.14216 2.22639 2.46940
H -0.16288 2.43056 3.79473
H -1.25962 -1.46714 2.76214
H -2.27096 -0.09908 2.51341
C 2.77204 1.96182 -1.62023
O 2.55653 0.63658 -1.19520
C 1.19888 0.29918 -1.54240
C 0.82935 -1.13858 -1.06182
C -0.53341 -1.64423 -1.69375
N 0.70826 -1.16602 0.37958
H 3.80145 2.18946 -1.43853
H 2.14493 2.61901 -1.02451
H 2.50859 2.10188 -2.64443
H 0.62534 1.05552 -1.06743
H 1.05961 0.31568 -2.61747
H 1.61079 -1.83273 -1.47011
H -0.39549 -1.72747 -2.81523
H -1.29390 -0.86719 -1.62626
H -0.84708 -2.61609 -1.28056
H 1.49547 -0.83058 0.95477
H -0.16636 -0.81740 0.68371
C -3.11810 3.24246 0.42842
O -3.53553 1.94371 0.85556
C -3.18390 0.95514 -0.02571
C -4.15989 -0.23660 0.12491
C -5.54453 -0.07816 -0.46603
N -4.24702 -0.56467 1.52010
H -2.04034 3.30713 0.39324
H -3.48024 3.96490 1.18233
H -3.48146 3.45393 -0.58604
H -3.35713 1.24318 -1.01048
H -2.18426 0.68877 0.24070
H -3.68259 -1.05854 -0.37878
H -6.01822 0.75894 0.04745
H -6.19115 -0.96299 -0.33966
H -5.53256 0.03683 -1.55243
H -4.48241 0.18263 2.09398
H -4.90031 -1.28443 1.83390
C 7.11426 4.08556 1.62834
O 6.36190 5.13770 1.07539
C 6.95902 5.68606 -0.20319
C 5.96428 6.69043 -0.84192
C 4.79490 6.05101 -1.50117
N 6.72039 7.29425 -1.97477
H 6.75404 4.00182 2.66080
H 8.15797 4.35433 1.70909
H 7.00534 3.10658 1.14134
H 7.77681 6.39863 0.04458
H 7.29796 4.96675 -0.94850
H 5.67189 7.43050 -0.12330
H 4.23161 5.28062 -0.91934
H 5.07551 5.55809 -2.47112
H 4.13324 6.87369 -1.84458
H 6.09792 7.53905 -2.75059
H 7.07081 8.19128 -1.69314
C -0.81798 4.47973 -3.28819
O -1.96114 4.20420 -4.09057
C -1.94547 2.88932 -4.57288
C -1.88883 2.93598 -6.08904
C -1.84559 1.57486 -6.76995
N -0.56445 3.62510 -6.37738
H -0.81815 5.45235 -2.86279
H 0.16834 4.39986 -3.76489
H -0.83478 3.79727 -2.39475
H -1.07035 2.31831 -4.26062
H -2.87646 2.47519 -4.15879
H -2.76968 3.38719 -6.48569
H -1.10030 0.97203 -6.31941
H -1.72626 1.65817 -7.88476
H -2.72796 1.02385 -6.56390
H -0.69204 4.60949 -6.31554
H -0.39485 3.44840 -7.34347
C -3.20771 -2.85008 4.51312
O -3.16963 -4.02070 3.75450
C -2.64337 -3.82445 2.43147
C -2.63847 -5.21701 1.79145
C -1.69201 -6.18380 2.38847
N -2.31257 -5.10388 0.38611
H -2.21945 -2.41228 4.67326
H -3.74664 -3.11313 5.42887
H -3.72794 -2.16593 3.88661
H -3.24494 -3.11017 1.81819
H -1.65081 -3.34798 2.50007
H -3.61250 -5.70081 1.91219
H -2.05084 -7.17014 2.06259
H -1.86320 -6.15193 3.47775
H -0.62047 -5.96993 2.15557
H -2.06064 -6.07354 0.06053
H -1.42630 -4.62808 0.22088
O 4.15823 -1.82705 -1.70346
H 3.95265 -0.93646 -1.42426
H 4.40109 -1.67645 -2.65179
O 0.55221 -4.00222 0.23989
H 0.63056 -3.02857 0.39369
H 1.39785 -4.39893 0.46502
*
```

Computed properties:
Total energy ... -82792.134 eV
Gap between HOMO and LUMO ... 0.3406 hartree
E_LUMO ... 0.4 eV
HOMO ... -0.325 Ha
ΔE to the lowest compared entry with this formula, charge and spin ... 3.836 eV